This record from the Open Molecules 2025 dataset describes a 11-piece molecular cluster, C66H165N11O22 overall at a distorted geometry. The level of theory is wB97M-V/def2-TZVPD.

Geometry as XYZ:
```
264
Properties=species:S:1:pos:R:3:mulliken_charge:R:1
C 8.40773 -1.79983 -12.98510 -0.19
O 7.47126 -1.65397 -14.02167 -0.54
C 7.50066 -0.44002 -14.73126 2.07
C 6.36519 -0.39995 -15.73571 -0.84
N 6.51852 -1.34458 -16.82983 0.22
C 5.36255 -1.45527 -17.72484 -0.87
C 5.59614 -2.52275 -18.78349 -0.34
O 5.67821 -3.77350 -18.15209 -0.30
C 5.73730 -4.82063 -19.12180 -0.69
H 8.34456 -2.80879 -12.58680 0.30
H 8.15354 -1.05820 -12.21721 0.07
H 9.45010 -1.61615 -13.27312 -0.02
H 8.43257 -0.41381 -15.30479 -1.05
H 7.47504 0.41647 -14.04755 -0.31
H 6.28617 0.60292 -16.16498 -0.13
H 5.40493 -0.60660 -15.23892 0.58
H 6.70029 -2.27601 -16.47175 0.26
H 5.11677 -0.48584 -18.15523 0.39
H 4.50605 -1.83198 -17.14633 0.37
H 6.51489 -2.24614 -19.31706 0.08
H 4.78808 -2.40007 -19.51346 0.51
H 6.62068 -4.64150 -19.73945 0.22
H 4.85515 -4.87833 -19.76191 0.32
H 5.84627 -5.74408 -18.55870 0.22
C 19.31663 -4.96493 -18.92885 -0.80
O 19.22665 -3.85992 -19.81307 -0.15
C 18.24223 -3.80288 -20.79610 1.22
C 18.43915 -4.79252 -21.93010 -0.86
N 17.65662 -4.39252 -23.10388 -0.11
C 17.88873 -5.25154 -24.25930 -0.63
C 16.77820 -5.10368 -25.30038 -0.78
O 15.54031 -5.58239 -24.84549 -0.22
C 14.47808 -5.41340 -25.76380 -0.91
H 18.47635 -4.94522 -18.22513 0.21
H 20.21666 -4.84517 -18.33366 0.21
H 19.29126 -5.89834 -19.49133 0.32
H 18.32031 -2.81131 -21.25434 -0.01
H 17.23153 -3.83809 -20.36869 -0.82
H 18.12133 -5.80860 -21.66038 0.45
H 19.48831 -4.69576 -22.21999 0.41
H 16.66835 -4.42847 -22.87088 -0.11
H 17.85723 -6.30442 -23.94883 0.33
H 18.81044 -4.95221 -24.75798 0.35
H 17.11736 -5.70491 -26.16009 0.46
H 16.70274 -4.10505 -25.74917 0.40
H 14.34821 -4.33880 -25.94985 0.35
H 13.55172 -5.78467 -25.33644 0.24
H 14.77380 -5.88231 -26.70718 0.38
C 22.42629 0.34522 -18.30376 -0.56
O 23.50448 0.70559 -19.13305 -0.40
C 23.48557 2.06993 -19.49643 -0.37
C 24.31768 2.32276 -20.73713 -0.91
N 23.64056 1.90463 -21.97768 0.02
C 24.61511 1.99064 -23.08086 -0.93
C 24.02151 1.47596 -24.38047 -0.13
O 24.95800 1.85596 -25.37881 -0.35
C 24.84949 1.13306 -26.58334 -0.72
H 22.51223 0.88380 -17.34911 0.41
H 22.54466 -0.71094 -18.06408 0.27
H 21.43118 0.54788 -18.70977 0.06
H 23.95485 2.62086 -18.66847 0.48
H 22.49388 2.51371 -19.62366 0.11
H 25.24886 1.75474 -20.61676 0.40
H 24.43506 3.40151 -20.85548 0.45
H 23.41470 0.92109 -21.87733 -0.11
H 25.48087 1.36694 -22.81634 0.35
H 25.04713 2.97741 -23.25194 0.43
H 23.05147 1.93198 -24.61054 0.19
H 23.88045 0.38984 -24.33444 0.28
H 25.83356 1.17369 -27.05386 0.26
H 24.11811 1.53702 -27.28893 0.27
H 24.63771 0.07143 -26.42195 0.31
C 12.76569 -9.36068 -15.99207 -0.84
O 12.88589 -8.04695 -16.46737 -0.19
C 13.57885 -7.19156 -15.57894 -0.74
C 13.61334 -5.82896 -16.24396 0.29
N 14.11829 -4.72000 -15.46333 -0.20
C 13.26302 -4.42871 -14.30917 -0.58
C 13.72272 -3.16839 -13.58257 0.72
O 12.79341 -2.95009 -12.54145 -0.41
C 12.99185 -1.75798 -11.81775 -0.69
H 13.74326 -9.86526 -16.03181 0.32
H 12.02175 -9.89871 -16.57174 0.22
H 12.52561 -9.38454 -14.92082 0.32
H 14.59565 -7.59971 -15.51508 0.33
H 13.13413 -7.14069 -14.58215 0.42
H 12.62037 -5.58406 -16.65948 -0.26
H 14.19019 -5.94359 -17.16941 0.06
H 14.13832 -3.86132 -16.00710 0.20
H 13.23315 -5.30494 -13.66654 0.45
H 12.23274 -4.20091 -14.62566 0.13
H 13.76531 -2.30598 -14.25859 -0.82
H 14.73978 -3.28284 -13.18714 0.52
H 12.83454 -0.84740 -12.40808 0.15
H 13.99779 -1.67630 -11.39568 0.34
H 12.23903 -1.77637 -11.03280 0.30
C 17.11754 1.88917 -20.79575 -0.27
O 17.69207 2.62689 -21.85818 -0.38
C 18.73352 3.52078 -21.52727 -1.10
C 20.08832 2.82017 -21.34643 0.29
N 20.76868 2.58358 -22.62305 -0.16
C 20.20141 1.42181 -23.35890 -1.51
C 20.14408 0.09892 -22.61243 0.31
O 21.40702 -0.27062 -22.08010 -0.20
C 21.32432 -1.48415 -21.34576 -0.56
H 17.87125 1.50164 -20.10333 0.29
H 16.47974 1.09160 -21.17149 -0.12
H 16.48926 2.62110 -20.26970 0.31
H 18.52130 4.20470 -20.70174 0.36
H 18.93968 4.14536 -22.39806 0.46
H 19.96460 1.89491 -20.76664 -0.25
H 20.79627 3.43009 -20.78199 0.49
H 21.77867 2.41744 -22.46972 0.36
H 20.73499 1.26042 -24.30043 0.39
H 19.21692 1.73119 -23.71558 0.44
H 19.80838 -0.64089 -23.35042 0.43
H 19.37763 0.10481 -21.83129 -0.08
H 20.99681 -2.28976 -22.01289 0.30
H 20.65116 -1.43161 -20.48913 0.04
H 22.35253 -1.72734 -21.08202 0.39
C 13.36542 1.31284 -20.21908 -0.99
O 13.50354 0.16565 -21.02639 0.42
C 12.80789 0.30085 -22.25700 -1.15
C 12.95656 -0.99877 -23.07482 -0.64
N 12.99206 -2.16058 -22.18429 0.16
C 13.99908 -3.12021 -22.69816 -0.45
C 13.85664 -4.48639 -22.07126 -0.94
O 14.92101 -4.66086 -21.16222 0.59
C 14.90026 -5.90638 -20.50113 -0.60
H 13.97947 1.24326 -19.32119 0.05
H 12.32338 1.46850 -19.92366 0.20
H 13.74836 2.16994 -20.78398 0.44
H 13.09770 1.20989 -22.78639 0.47
H 11.74155 0.38177 -22.00180 0.29
H 13.93218 -0.85140 -23.56494 0.46
H 12.19830 -1.13461 -23.84554 0.38
H 13.23765 -1.80318 -21.26894 -0.39
H 14.95968 -2.62338 -22.52742 0.45
H 13.76674 -3.20239 -23.76079 0.34
H 14.04050 -5.22641 -22.86678 0.31
H 12.85753 -4.72909 -21.69542 0.41
H 15.89163 -6.04080 -20.06406 0.20
H 14.73196 -6.71524 -21.22033 0.37
H 14.16462 -5.96260 -19.69240 -0.34
C 1.67667 7.59112 -14.67816 -0.67
O 1.26698 6.72741 -15.70533 -0.38
C 1.61725 5.36336 -15.49041 -0.36
C 3.10898 5.10776 -15.71101 -0.38
N 3.30872 3.66532 -15.44000 -0.40
C 4.55301 3.16761 -16.03021 -1.05
C 5.79299 3.43794 -15.19186 0.40
O 6.90845 3.33542 -16.06345 -0.53
C 8.14932 3.28415 -15.36964 0.21
H 1.23028 7.35120 -13.70611 0.27
H 1.42966 8.61404 -14.95015 0.28
H 2.76288 7.53220 -14.54601 0.28
H 1.05049 4.69862 -16.13319 0.35
H 1.39653 5.15348 -14.43593 0.29
H 3.77931 5.69988 -15.07881 0.18
H 3.39081 5.33967 -16.73835 0.26
H 3.31247 3.57636 -14.42999 0.29
H 4.72238 3.50762 -17.05122 0.45
H 4.42271 2.08550 -16.13861 0.08
H 5.88706 2.66897 -14.41383 0.11
H 5.73402 4.41500 -14.69716 0.28
H 8.06632 2.52021 -14.59038 -0.20
H 8.29220 4.25980 -14.90206 0.00
H 9.00513 3.05285 -15.99838 0.19
C 6.61891 1.37003 -11.11431 -0.85
O 7.36815 2.37057 -11.74291 -0.01
C 7.28950 3.61508 -11.09844 -1.01
C 7.88069 4.71660 -11.96422 -0.19
N 9.34503 4.65151 -11.96663 -0.38
C 9.93882 5.59818 -12.90625 -0.55
C 11.39127 5.23946 -13.18244 -0.82
O 11.42768 3.89077 -13.61933 0.01
C 12.72206 3.44958 -13.93968 -0.84
H 6.99644 1.17044 -10.10385 0.34
H 6.58519 0.43525 -11.66687 0.17
H 5.57106 1.65082 -10.94236 0.34
H 7.89461 3.59442 -10.18128 0.36
H 6.26271 3.86273 -10.80465 0.51
H 7.66681 5.65938 -11.45116 0.47
H 7.37135 4.73773 -12.93320 -0.03
H 9.61493 3.71247 -12.24698 0.27
H 9.96458 6.58836 -12.44535 0.38
H 9.40774 5.62394 -13.86268 0.23
H 11.97469 5.30553 -12.25564 0.43
H 11.85401 5.92200 -13.90113 0.41
H 13.37742 3.55001 -13.05928 0.36
H 13.24590 4.01695 -14.71421 0.40
H 12.68863 2.37791 -14.12567 0.01
C 10.97757 0.09712 -15.87827 0.15
O 12.10272 -0.37029 -16.56450 0.62
C 12.01610 -1.75891 -16.81228 -0.61
C 13.05414 -2.18227 -17.83672 0.68
N 14.38647 -2.17313 -17.21162 0.44
C 15.39855 -2.72896 -18.14292 -0.18
C 15.87707 -1.64461 -19.07418 0.19
O 16.65194 -0.72640 -18.30637 0.26
C 18.00647 -1.11515 -18.17557 -0.79
H 11.11768 1.13365 -15.57866 -0.07
H 10.72996 -0.60933 -15.07542 0.20
H 10.04493 0.09788 -16.46329 -0.78
H 11.00450 -1.96687 -17.18685 0.13
H 12.09734 -2.32860 -15.87724 -0.15
H 12.99689 -1.45117 -18.65279 -0.78
H 12.86755 -3.17879 -18.23527 0.55
H 14.64942 -1.19059 -17.17229 -0.44
H 14.97508 -3.54994 -18.72988 -0.57
H 16.21824 -3.15285 -17.56048 0.73
H 15.06416 -1.09955 -19.56204 0.04
H 16.45241 -2.04572 -19.91429 -0.58
H 18.62267 -0.70962 -18.98586 -0.22
H 18.18188 -2.18672 -18.07388 0.37
H 18.38540 -0.63017 -17.27161 0.34
C 15.30156 2.23622 -17.01407 -0.04
O 15.61245 2.01915 -15.65281 -0.58
C 15.45806 0.66994 -15.30238 2.88
C 15.75753 0.39549 -13.83288 -0.91
N 17.19048 0.45274 -13.48090 -0.34
C 17.89492 -0.76996 -13.90550 0.70
C 19.36414 -0.69912 -13.56444 -0.96
O 19.96273 0.31071 -14.33493 -0.19
C 21.19184 0.81118 -13.88900 -0.83
H 14.31712 1.81043 -17.23578 -0.08
H 16.00885 1.74506 -17.69257 -0.08
H 15.35479 3.29500 -17.25754 0.43
H 16.07180 0.01131 -15.93364 -0.97
H 14.43057 0.33001 -15.50824 -0.92
H 15.32721 -0.57580 -13.57880 -0.01
H 15.26306 1.15366 -13.21814 0.31
H 17.46129 1.23728 -14.07284 0.39
H 17.70790 -0.94557 -14.97130 -0.65
H 17.43266 -1.62989 -13.41521 0.32
H 19.81792 -1.67342 -13.79360 0.37
H 19.49539 -0.57980 -12.48436 0.42
H 21.25570 0.90534 -12.80262 0.34
H 21.41461 1.76274 -14.37471 0.23
H 21.97863 0.14760 -14.28369 0.30
C 8.48585 1.52994 -18.82843 -0.48
O 9.05202 0.69139 -19.81570 -0.64
C 9.74170 -0.41338 -19.27169 2.20
C 10.11705 -1.38205 -20.37468 0.01
N 10.45021 -2.71256 -19.87421 0.74
C 9.25927 -3.47486 -19.49818 -0.37
C 9.64666 -4.78102 -18.85074 -0.64
O 10.32538 -5.59354 -19.78255 -0.42
C 11.03466 -6.65606 -19.15866 -0.34
H 8.00066 2.36583 -19.31791 0.47
H 9.28168 1.82630 -18.13347 0.09
H 7.79242 0.97575 -18.18339 0.04
H 9.04424 -0.87254 -18.55849 -0.52
H 10.67585 -0.10248 -18.78577 -0.50
H 11.02738 -1.03792 -20.87159 -1.40
H 9.34291 -1.46177 -21.15324 0.34
H 11.06016 -3.12516 -20.56743 -0.13
H 8.64974 -3.65025 -20.39308 0.49
H 8.69579 -2.95549 -18.72155 -0.10
H 8.72048 -5.26278 -18.51069 0.49
H 10.21509 -4.53557 -17.94577 0.13
H 11.43605 -7.30725 -19.93459 0.33
H 10.33471 -7.21534 -18.53354 0.37
H 11.88839 -6.25537 -18.60803 -0.24
```

Output
* calculated total energy: -132539.202 eV
* frontier orbital gap: 8.715 eV
* ΔE to the lowest compared entry with this formula, charge and spin: 0.669 eV
* structure (SMILES): COCCNCCOC.COCCNCCOC.COCCNCCOC.COCCNCCOC.COCCNCCOC.COCCNCCOC.COCCNCCOC.COCCNCCOC.COCCNCCOC.COCCNCCOC.COCCNCCOC
* max |F|: 0.039 hartree/bohr
* E_HOMO: -8.13 eV